Entry from OMol25: a molecular structure, C22H35Cl2N11Rb (wB97M-V/def2-TZVPD).

XYZ file:
```
71
Properties=species:S:1:pos:R:3:forces:R:3:mulliken_charge:R:1
Rb 0.6164 2.5889 -0.6945 -0.32 -0.49 -0.54 0.617
C -2.7541 -0.3114 -1.3269 0.00 -0.05 0.06 -0.493
C -3.3665 1.0806 -1.2823 -0.16 0.14 -0.10 -1.116
N -2.4217 2.1821 -1.1714 0.22 -0.12 0.09 0.262
C -2.6057 3.2654 -2.1308 0.01 0.08 0.15 -0.771
C -2.2922 2.8484 -3.5606 -0.07 0.03 -0.22 -0.774
N -1.0540 2.0781 -3.6970 -0.01 -0.08 0.15 0.059
C -1.2109 0.8213 -4.4179 0.13 0.04 -0.15 -0.962
C -2.1558 -0.1805 -3.7648 -0.18 -0.09 0.00 -0.614
N -1.7770 -0.5747 -2.4032 -0.06 -0.01 0.00 -0.034
H -3.5956 -1.0164 -1.3796 0.00 0.00 -0.01 0.349
H -2.2444 -0.4985 -0.3768 0.03 0.02 -0.02 0.120
H -4.0719 1.0788 -0.4444 0.03 -0.03 0.02 0.481
H -3.9921 1.2380 -2.1651 0.02 -0.02 -0.01 0.304
H -2.4201 2.5474 -0.2278 -0.09 0.03 0.00 0.203
H -1.9482 4.0840 -1.8352 0.01 0.01 -0.01 0.347
H -3.6283 3.6716 -2.1212 0.00 0.00 0.01 0.215
H -2.2647 3.7533 -4.1749 0.02 0.01 0.03 0.495
H -3.1207 2.2616 -3.9638 -0.01 0.00 0.00 0.258
H -0.3450 2.6330 -4.1551 -0.01 0.01 -0.04 0.277
H -0.2177 0.3678 -4.5093 0.00 -0.01 0.04 0.290
H -1.5798 0.9667 -5.4467 0.00 0.02 0.01 0.416
H -2.1785 -1.0637 -4.4108 0.04 0.02 -0.02 0.479
H -3.1776 0.2013 -3.7889 0.00 0.02 0.03 0.250
H -1.6442 -1.5785 -2.4007 0.03 0.02 0.02 0.174
Cl 2.5049 4.9845 -1.2649 0.26 0.18 -0.07 -0.121
C 3.9932 4.0833 -1.5474 0.05 -0.08 -0.03 -0.441
Cl 3.7756 2.3156 -1.2986 0.19 0.23 -0.07 -0.120
H 4.7536 4.4180 -0.8525 -0.03 -0.02 0.01 0.332
H 4.2980 4.2266 -2.5769 0.02 -0.02 0.02 0.322
N 2.6544 -3.5712 -2.5810 0.07 -0.04 -0.05 -0.245
C 1.5951 -2.5852 -2.0943 0.15 -0.36 -0.06 -0.279
C 2.0148 -1.1529 -2.3948 0.04 0.05 0.16 -1.180
N 1.1295 -0.2201 -1.7547 0.19 0.24 0.06 0.464
H 2.3891 -4.5406 -2.3983 -0.02 0.04 0.00 0.367
H 3.5459 -3.4026 -2.1091 -0.05 0.04 0.01 0.355
H 2.8218 -3.4762 -3.5850 -0.04 0.02 0.03 0.346
H 1.5173 -2.7447 -1.0188 -0.06 0.12 0.01 0.250
H 0.6690 -2.8757 -2.5869 -0.02 0.07 0.01 0.274
H 2.0727 -0.9701 -3.4719 -0.10 -0.04 -0.03 0.477
H 3.0294 -1.0093 -2.0009 0.02 0.02 -0.01 0.458
H 1.1185 -0.4355 -0.7572 -0.07 0.01 -0.02 0.015
H 0.1712 -0.2236 -2.1165 -0.02 -0.08 0.01 -0.069
C 2.9419 -0.3049 2.9087 -0.05 0.00 0.01 -0.941
C 2.7933 -0.7217 1.6005 0.03 0.03 -0.01 -0.307
N 1.6267 -1.1312 1.0900 0.10 -0.06 0.01 -0.330
C 0.5701 -1.1228 1.8983 -0.01 0.00 0.00 -0.265
C 0.6109 -0.7222 3.2272 -0.14 0.03 -0.02 0.339
C 1.8266 -0.2973 3.7328 0.07 -0.02 0.04 0.026
C -0.6448 -0.6454 4.0108 0.12 0.14 -0.11 -1.291
C -1.0966 -1.5118 4.9084 -0.07 -0.08 0.18 -0.518
C -0.4649 -2.7684 5.3496 -0.11 0.12 -0.13 1.099
C -0.9216 -3.3927 6.5034 0.01 -0.05 0.07 -0.755
C -0.2861 -4.5571 6.8895 0.02 -0.02 -0.02 -0.159
N 0.7191 -5.0836 6.1922 -0.05 0.05 -0.01 -0.575
C 1.0627 -4.4181 5.0952 0.01 -0.01 -0.02 -0.147
N 0.5288 -3.2959 4.6278 0.07 -0.07 0.08 -0.287
H 3.9073 0.0199 3.2707 0.00 0.01 0.00 0.447
H 3.6435 -0.7087 0.9259 0.00 -0.03 -0.02 0.421
H -0.3748 -1.4446 1.4730 0.01 -0.01 -0.04 0.545
H 1.9006 0.0394 4.7588 -0.01 0.00 0.00 0.508
H -1.2323 0.2476 3.8195 0.01 0.02 -0.06 0.498
H -2.0242 -1.2655 5.4137 0.00 -0.03 0.01 0.311
H -1.7385 -2.9821 7.0804 0.01 0.02 0.00 0.368
H -0.5919 -5.0856 7.7850 0.03 -0.03 0.00 0.394
H 1.8724 -4.8425 4.5122 0.02 -0.01 -0.01 0.401
N -0.5267 5.5632 -0.6282 0.05 -0.11 0.07 -0.646
C -0.6918 5.0961 0.4261 -0.06 -0.10 0.44 0.613
N -0.8727 4.5939 1.6338 0.04 -0.17 -0.23 -0.740
C -0.6658 3.3095 1.7962 -0.16 0.37 0.18 0.484
N -0.4749 2.1681 1.9578 -0.13 0.07 0.09 -0.531
```
Forces are in eV/Å.

Its energy above the lowest of the compared OMol25 structures with the same formula, charge and spin is 2.0399 eV. As for the strongest force on any atom: 0.8 eV/A. The frontier orbital gap is 6.46 eV. The charge is +1. As for the HOMO energy: -10.068 eV. For the LUMO energy, the calculation gives -3.60 eV.



Entry from OMol25: a molecular structure, C22H35Cl2N4O3Tb (wB97M-V/def2-TZVPD).

XYZ file:
```
67
Properties=species:S:1:pos:R:3:forces:R:3:mulliken_spin:R:1
O 0.7457 0.9713 -0.9947 -0.39 -1.15 1.45 0.034
C 0.9185 1.5509 -2.2265 0.01 0.28 -0.75 -0.012
C 0.9831 3.0826 -2.1435 0.02 -0.07 -0.01 -0.001
C 0.6172 3.7633 -0.9781 -0.04 -0.13 -0.38 -0.003
H 0.3172 3.1849 -0.1019 0.11 0.23 -0.27 0.003
C 0.5696 5.1600 -0.9723 0.01 -0.08 0.00 0.000
H 0.2481 5.6622 -0.0579 0.12 -0.02 -0.29 0.000
C 0.8923 5.8883 -2.1178 0.07 -0.24 0.02 0.000
H 0.8440 6.9783 -2.1062 -0.01 -0.30 -0.04 0.000
C 1.2905 5.2061 -3.2760 -0.02 -0.02 0.19 0.000
H 1.5344 5.7666 -4.1797 0.00 -0.14 0.24 0.000
C 1.3517 3.8131 -3.2795 -0.11 0.17 0.11 0.000
H 1.6516 3.2752 -4.1848 -0.14 0.19 0.27 0.000
H 1.8644 1.2022 -2.6929 0.05 0.17 0.18 0.000
C -0.0492 -0.3401 -3.7005 -0.10 -0.23 0.05 -0.003
C -0.1862 1.0578 -3.1759 -0.53 0.95 0.33 0.002
H -0.5702 -0.4296 -4.6620 0.34 -0.13 0.14 0.000
H -0.5366 -1.0544 -3.0143 0.24 0.15 -0.21 0.001
H 1.0106 -0.6184 -3.8084 -0.28 0.04 -0.09 0.000
C -1.2921 1.7958 -3.3513 0.57 -0.28 0.16 0.001
C -2.5200 1.3766 -4.0813 -0.28 0.01 -0.18 0.000
H -1.3504 2.7867 -2.8927 0.14 -0.23 -0.13 -0.001
H -2.6695 2.0245 -4.9529 -0.08 -0.07 0.01 0.000
H -3.3849 1.5139 -3.4226 0.05 -0.10 -0.13 0.000
H -2.5094 0.3324 -4.4137 0.00 0.27 0.13 0.000
Tb -0.7602 -0.0794 0.2531 0.62 1.44 -1.29 5.930
Cl -1.9967 1.9941 1.2047 -0.14 -0.05 0.25 -0.003
Cl -2.6523 -0.7630 -1.3465 -0.28 -0.27 0.03 -0.002
C -3.0457 -1.3149 1.9385 1.18 -0.02 -0.60 -0.002
O -1.8269 -1.6138 1.7838 -1.43 0.09 0.63 0.006
N -3.9645 -2.1146 2.4551 -0.04 -0.37 0.23 0.001
C -3.6321 -3.4433 2.9681 -0.22 0.17 -0.02 0.001
C -5.3664 -1.7199 2.5307 0.13 0.09 0.05 0.000
H -3.3966 -0.3230 1.6062 -0.15 -0.27 0.16 0.003
H -2.5896 -3.6667 2.7468 -0.14 0.02 -0.01 0.000
H -4.2998 -4.1811 2.5062 0.24 0.11 0.02 0.000
H -3.8030 -3.4692 4.0518 0.10 0.01 -0.17 0.000
H -5.4741 -0.7285 2.0833 -0.09 -0.19 0.07 0.000
H -5.6954 -1.6871 3.5781 0.07 0.01 -0.22 0.000
H -5.9909 -2.4445 1.9906 0.18 0.22 0.07 0.000
H 1.4536 -5.1167 -0.7345 0.00 0.15 -0.10 0.000
H 3.9975 -4.2075 -0.5042 -0.17 0.16 -0.08 0.000
C 1.4161 -4.3391 -1.5081 0.07 -0.02 0.00 0.000
C 3.6876 -3.3773 -1.1526 0.11 0.20 -0.05 0.000
N 2.2433 -3.1977 -1.1272 -0.12 -0.09 0.29 -0.001
H 0.3859 -4.0035 -1.6311 0.16 -0.07 -0.04 0.000
C 1.6821 -2.1306 -0.5620 -1.46 0.06 0.17 0.004
O 0.4463 -2.0214 -0.3416 2.06 -0.54 -0.25 0.025
H 4.1726 -2.4591 -0.8002 -0.09 -0.23 -0.13 0.000
H 2.3785 -1.3201 -0.3025 -0.10 -0.15 -0.12 0.001
H 1.8067 -4.7556 -2.4414 -0.14 0.09 0.11 0.000
H 4.0318 -3.5938 -2.1702 -0.11 0.08 0.15 0.000
C 4.2819 0.1023 3.5031 0.64 0.08 0.16 0.000
C 2.8170 0.1252 3.3296 -1.31 -0.08 0.47 0.001
C 1.8014 0.0617 4.2882 0.36 0.14 -0.90 0.000
C 0.5820 0.1245 3.5770 1.49 -0.14 -0.82 0.002
N 0.8275 0.1666 2.2484 0.48 0.27 0.94 0.013
N 2.1983 0.2073 2.1339 -0.55 -0.36 0.15 0.002
C -0.7503 0.1686 4.2060 -0.83 0.01 0.06 0.000
H 4.6055 0.9808 4.0799 -0.01 -0.23 -0.24 0.000
H 4.5812 -0.7879 4.0762 -0.05 0.25 -0.25 0.000
H 4.8083 0.0996 2.5405 -0.08 0.01 0.25 0.000
H 1.9174 -0.0073 5.3573 0.05 0.05 -0.03 0.000
H 2.6333 0.3169 1.2187 -0.44 0.11 0.40 0.000
H -0.9962 -0.7982 4.6658 0.03 0.19 -0.13 0.000
H -0.7536 0.9283 4.9989 0.03 -0.19 -0.18 0.000
H -1.5319 0.4384 3.4887 0.21 -0.03 0.16 0.000
```
Forces are in eV/Å.

As for the strongest force on any atom: 2.1 eV/A. The frontier orbital gap (alpha / beta) is 7.61 / 7.61 eV. The charge is 0. As for the HOMO energy (alpha / beta): -7.559 / -7.563 eV. For the LUMO energy (alpha / beta), the calculation gives 0.05 / 0.05 eV. Its multiplicity is 7.



no.,DFT total energy (Eh)
1,-2405.839989
2,-3049.102815